(1)
{
  "formula": "C4H6N2O",
  "method": "ωB97M-V/def2-TZVPD",
  "species": ["C", "N", "C", "C", "N", "C", "O", "H", "H", "H", "H", "H", "H"],
  "coordinates": [[1.802813, 0.166119, 0.241532], [0.918171, 0.061676, -0.652400], [-0.480169, 0.403027, -0.480536], [-1.360964, -0.798830, 0.072657], [-2.791810, -0.736740, 0.034160], [-3.678147, 0.071091, -0.065416], [-4.685699, 0.629916, -0.069426], [2.725083, -0.272219, 0.015063], [1.867110, 0.699145, 1.230910], [-0.990387, 0.653041, -1.409323], [-0.638874, 1.343847, 0.173952], [-0.967395, -1.094597, 1.148542], [-1.029978, -1.606168, -0.506448]],
  "forces_ev_per_a": [[-0.70, 1.04, 0.56], [-0.87, -0.93, 0.20], [-1.67, 1.83, 1.80], [2.23, 0.43, 2.48], [0.86, 0.68, -0.28], [0.93, -1.50, 0.62], [-1.22, 1.27, -0.33], [1.54, -0.59, -0.52], [-1.12, -0.30, -0.66], [0.60, 0.02, -0.45], [0.30, -1.35, -0.60], [-1.05, 0.82, -1.85], [0.16, -1.42, -0.97]],
  "smiles": "C=NCCN=C=O",
  "homo_energy_ev": -9.79,
  "de_lowest_ev": 2.2228,
  "largest_force_ev_per_a": 3.36
}

(2)
{
  "formula": "C57H47BrCaN5O3",
  "method": "ωB97M-V/def2-TZVPD",
  "species": ["Ca", "C", "O", "C", "N", "C", "C", "C", "C", "C", "C", "C", "C", "C", "C", "C", "C", "N", "C", "N", "C", "C", "O", "C", "C", "C", "C", "C", "C", "H", "H", "H", "H", "H", "H", "H", "H", "H", "H", "H", "H", "H", "H", "H", "H", "H", "H", "H", "Br", "C", "C", "C", "C", "C", "C", "N", "C", "C", "C", "C", "C", "C", "N", "H", "H", "H", "H", "H", "H", "H", "H", "H", "C", "C", "C", "C", "C", "C", "C", "C", "C", "C", "C", "C", "C", "C", "H", "H", "H", "H", "H", "H", "H", "H", "H", "H", "H", "C", "C", "O", "C", "C", "C", "C", "C", "C", "H", "H", "H", "H", "H", "H", "H", "H"],
  "coordinates": [[-0.626476, -0.631327, -0.172136], [3.207248, -3.065456, -0.957960], [3.450082, -1.818760, -0.287682], [2.288607, -1.044467, -0.473697], [1.216311, -1.858173, -0.755038], [1.813055, -2.889292, -1.590647], [0.994870, -4.156818, -1.620143], [0.591507, -4.761240, -0.430891], [-0.166551, -5.920086, -0.454906], [-0.537467, -6.491557, -1.667318], [-0.133171, -5.902190, -2.853458], [0.632573, -4.742100, -2.826150], [2.192052, 0.026652, 0.606556], [3.395291, 0.918843, 0.602094], [3.051570, 2.297323, 1.049867], [1.813351, 2.624435, 1.498221], [0.794636, 1.648343, 1.509487], [1.043679, 0.369959, 1.066431], [-0.623154, 1.959812, 1.588726], [-1.552691, 1.193488, 1.142612], [-2.825483, 1.904141, 1.254281], [-2.387422, 3.307513, 1.732893], [-0.988867, 3.146147, 2.084222], [-3.650734, 1.938981, -0.022350], [-4.917023, 2.359202, 0.110580], [-5.750695, 2.819172, -0.997174], [-5.320526, 2.732024, -2.253076], [-4.068371, 1.986576, -2.542360], [-3.026276, 1.767892, -1.387347], [3.215537, -3.864707, -0.215831], [3.995550, -3.240652, -1.689511], [1.934960, -2.550120, -2.631928], [0.871017, -4.304723, 0.512263], [-0.470996, -6.391886, 0.471758], [-1.133515, -7.394560, -1.681532], [-0.413187, -6.341810, -3.802241], [0.950480, -4.280445, -3.755272], [4.166687, 0.503662, 1.264640], [3.826088, 3.053250, 1.018261], [1.588765, 3.639650, 1.790877], [-3.436057, 1.424042, 2.025403], [-2.910944, 3.647464, 2.621972], [-2.451364, 4.057246, 0.943962], [-5.317668, 2.484763, 1.112931], [-6.691539, 3.298407, -0.760038], [-5.894161, 3.141333, -3.075141], [-3.563848, 2.348487, -3.439857], [-2.107895, 2.355645, -1.446668], [-6.108522, -0.315249, -4.671393], [-4.354054, -0.125375, -4.012740], [-3.290937, -0.406860, -4.759194], [-1.954146, -0.238443, -4.201508], [-1.729221, 0.109124, -2.926425], [-2.857649, 0.296453, -1.926904], [-4.220726, 0.441780, -2.646290], [-0.429504, 0.157477, -2.369348], [0.615982, 0.458026, -3.035148], [2.007001, 0.644271, -2.562961], [2.572404, 1.677640, -3.249184], [3.762881, 2.334789, -2.764021], [4.328432, 1.931899, -1.626595], [3.856262, 0.721946, -0.900527], [2.702845, 0.037116, -1.538795], [-3.390623, -0.779516, -5.769070], [-1.111256, -0.471001, -4.841044], [-2.877845, -0.510846, -1.173055], [-5.033386, 0.108860, -2.001195], [0.515295, 0.769608, -4.076412], [2.065905, 2.071924, -4.116868], [4.167258, 3.174836, -3.313527], [5.201809, 2.435488, -1.229033], [4.673694, 0.001524, -0.872311], [-5.143589, -3.955799, -3.981906], [-3.789247, -3.861309, -4.261599], [-2.893404, -3.536883, -3.253412], [-3.347379, -3.317621, -1.956685], [-4.711589, -3.414244, -1.680274], [-5.603659, -3.730759, -2.689375], [-2.367721, -2.981473, -0.906780], [-2.547732, -2.872444, 0.382325], [-2.237649, -2.694375, 1.723479], [-2.608349, -1.505364, 2.399336], [-2.288279, -1.322749, 3.728641], [-1.615048, -2.317148, 4.431432], [-1.272279, -3.509182, 3.792375], [-1.577037, -3.709266, 2.464706], [-5.844375, -4.200665, -4.769184], [-3.429176, -4.040827, -5.266805], [-1.831735, -3.470161, -3.461944], [-5.063790, -3.241499, -0.669659], [-6.661395, -3.802894, -2.472435], [-1.340474, -2.874489, -1.292688], [-3.174002, -0.758227, 1.857721], [-2.577466, -0.407340, 4.229430], [-1.370863, -2.174038, 5.475145], [-0.761333, -4.287129, 4.344285], [-1.311930, -4.631689, 1.967201], [0.335704, 4.436608, -3.049679], [0.167491, 4.499827, -1.553593], [-0.286882, 3.536481, -0.959846], [0.551225, 5.756588, -0.850782], [1.139812, 6.820529, -1.532770], [1.492238, 7.977404, -0.854330], [1.254539, 8.080263, 0.507746], [0.660789, 7.027629, 1.193659], [0.310799, 5.872010, 0.518223], [-0.059331, 3.488124, -3.404752], [1.390197, 4.519539, -3.319029], [-0.190652, 5.259745, -3.534898], [1.331142, 6.751990, -2.594664], [1.949756, 8.798395, -1.389646], [1.527522, 8.983524, 1.037586], [0.469311, 7.114226, 2.255477], [-0.162205, 5.050025, 1.035038]],
  "forces_ev_per_a": [[-0.77, -1.11, 0.26], [0.00, 0.03, 0.04], [0.05, -0.10, -0.08], [0.04, 0.31, 0.01], [-0.02, 0.57, 0.09], [-0.15, -0.19, 0.04], [0.05, 0.00, 0.04], [0.00, -0.01, -0.02], [-0.01, 0.00, 0.01], [-0.01, 0.00, 0.02], [0.01, 0.01, -0.02], [0.00, 0.03, -0.01], [-0.02, 0.39, -0.09], [0.09, -0.20, -0.02], [-0.04, 0.06, 0.04], [0.08, 0.05, -0.02], [0.13, 0.01, 0.03], [-0.11, -0.22, -0.06], [0.07, 0.20, 0.19], [0.17, -0.12, -0.37], [0.05, -0.03, -0.07], [0.07, 0.03, 0.04], [-0.01, 0.01, -0.05], [-0.16, 0.07, 0.07], [0.09, -0.06, 0.09], [-0.05, 0.04, -0.06], [-0.04, 0.00, 0.03], [0.10, -0.02, -0.05], [0.00, -0.03, -0.07], [-0.01, 0.00, 0.01], [-0.01, 0.00, -0.02], [0.04, 0.02, 0.00], [0.00, 0.00, 0.00], [0.01, 0.01, 0.00], [0.00, 0.00, -0.01], [0.00, -0.01, 0.00], [0.00, -0.01, 0.00], [0.02, 0.00, -0.04], [0.01, -0.01, 0.00], [-0.06, 0.00, 0.01], [0.03, -0.01, 0.03], [-0.05, 0.02, -0.03], [0.01, -0.02, -0.03], [0.01, 0.01, -0.01], [0.00, -0.01, 0.00], [0.00, -0.02, -0.01], [-0.02, 0.04, 0.01], [0.02, 0.01, -0.03], [0.01, 0.00, 0.00], [-0.01, -0.01, -0.04], [-0.02, -0.03, -0.02], [-0.08, -0.03, 0.11], [0.23, -0.05, -0.13], [-0.09, 0.13, -0.08], [-0.05, 0.07, 0.06], [0.05, -0.03, 0.43], [0.08, 0.03, -0.01], [-0.03, 0.11, -0.18], [-0.07, -0.03, -0.03], [0.06, -0.02, 0.08], [0.01, 0.11, -0.06], [0.04, -0.07, -0.07], [0.06, -0.04, 0.18], [-0.02, 0.00, 0.01], [-0.01, 0.00, -0.02], [0.08, 0.17, -0.12], [0.01, 0.01, 0.02], [-0.06, 0.00, 0.00], [0.00, 0.00, 0.00], [0.00, 0.01, 0.00], [-0.01, -0.01, 0.01], [0.00, 0.00, 0.02], [-0.01, 0.00, -0.02], [0.01, 0.01, -0.01], [-0.01, -0.03, 0.04], [-0.13, 0.07, 0.05], [0.02, 0.02, -0.03], [-0.01, 0.01, 0.02], [0.32, -0.09, -0.09], [-0.07, 0.05, -0.05], [0.04, -0.07, 0.05], [-0.02, 0.01, -0.02], [0.00, -0.01, -0.01], [0.00, 0.00, -0.01], [0.00, 0.00, 0.01], [0.00, 0.03, 0.01], [0.00, 0.00, 0.00], [0.00, 0.00, 0.00], [-0.02, 0.00, -0.01], [0.00, 0.00, 0.00], [0.00, 0.00, 0.00], [0.02, -0.05, -0.04], [0.00, -0.01, 0.02], [0.00, 0.00, 0.00], [0.00, 0.00, 0.00], [0.00, 0.00, 0.00], [0.00, 0.00, -0.02], [-0.02, 0.03, -0.05], [-0.06, -0.10, -0.18], [0.10, 0.17, 0.22], [0.02, -0.01, 0.04], [0.02, -0.03, 0.03], [0.00, -0.01, -0.02], [0.00, 0.01, 0.02], [0.00, -0.01, 0.02], [-0.04, 0.02, -0.05], [0.02, -0.01, -0.01], [0.00, -0.02, 0.00], [-0.01, 0.00, 0.01], [0.00, 0.01, -0.01], [0.00, 0.00, 0.00], [0.00, 0.00, -0.01], [0.00, 0.00, -0.01], [0.01, -0.05, 0.03]],
  "total_charge": 1,
  "homo_energy_ev": [-9.67, -9.67],
  "de_lowest_ev": 7.0877,
  "largest_force_ev_per_a": 1.38
}

(3)
{
  "formula": "C2H3BrS",
  "method": "ωB97M-V/def2-TZVPD",
  "species": ["C", "C", "S", "Br", "H", "H", "H"],
  "coordinates": [[2.373284, -0.115852, 0.231759], [-1.227453, 0.431627, -0.033042], [3.380001, -1.194754, -0.221098], [-0.414173, -1.388460, -0.037709], [-0.466471, 1.222501, 0.257981], [-1.933074, 0.310815, 0.695034], [-1.712117, 0.734124, -0.892922]],
  "forces_ev_per_a": [[0.87, -0.58, -0.29], [3.36, 0.28, 0.93], [-0.61, 0.73, 0.31], [-0.57, 0.94, -0.47], [-0.73, -1.35, -0.31], [-1.72, 0.02, 2.04], [-0.61, -0.02, -2.21]],
  "homo_energy_ev": -9.85,
  "de_lowest_ev": 1.9160,
  "largest_force_ev_per_a": 3.50
}

(4)
{
  "formula": "C10H22BrNO3P",
  "method": "ωB97M-V/def2-TZVPD",
  "species": ["C", "C", "P", "Br", "C", "C", "C", "C", "N", "C", "C", "O", "H", "H", "H", "H", "H", "H", "H", "H", "H", "H", "H", "H", "H", "H", "H", "H", "H", "H", "O", "C", "C", "O", "H", "H", "H", "H"],
  "coordinates": [[-4.618184, 0.157419, 1.324379], [-3.621976, 1.302567, 1.537646], [-2.330196, 1.343121, 0.262813], [-3.603938, 2.021589, -1.885227], [-1.533543, -0.276797, 0.168037], [-0.507410, -0.323050, -0.977634], [0.713924, 0.574782, -0.737091], [1.632445, 0.011590, 0.358023], [1.887556, 0.931897, 1.502733], [2.794365, 1.956506, 1.328955], [3.754307, 2.173632, 2.482603], [2.813171, 2.677901, 0.337092], [-4.129755, -0.820976, 1.383119], [-5.398608, 0.183396, 2.094492], [-5.105698, 0.250888, 0.345711], [-3.185348, 1.272271, 2.543809], [-4.139687, 2.264597, 1.425234], [-1.402213, 2.289902, 0.728067], [-1.082984, -0.580040, 1.126784], [-2.354397, -0.977722, -0.032429], [-1.004619, -0.037291, -1.914217], [-0.155267, -1.356639, -1.073572], [0.445792, 1.612105, -0.512060], [1.277189, 0.608074, -1.676220], [2.574303, -0.298078, -0.100733], [1.189286, -0.884793, 0.799667], [2.161566, 0.394106, 2.309946], [3.324589, 2.890800, 3.191233], [4.001636, 1.251612, 3.010401], [4.667661, 2.613069, 2.067912], [0.308970, -3.993069, -3.635549], [0.960813, -3.701307, -2.591585], [1.774906, -2.121150, -2.769083], [2.423402, -1.824828, -1.713151], [1.844476, -4.324125, -2.340884], [0.380331, -3.476512, -1.666989], [0.886252, -1.499517, -3.006839], [2.356883, -2.285930, -3.695393]],
  "forces_ev_per_a": [[-0.13, 0.07, 0.01], [-0.09, 0.01, 0.39], [0.63, 0.17, 0.00], [-1.13, 0.44, -1.52], [0.27, -0.39, 0.53], [-0.10, 0.19, 0.19], [0.08, -0.19, -0.23], [-0.15, 0.37, -0.06], [0.73, -0.35, -0.17], [-0.42, 0.61, -0.80], [0.19, 0.41, -0.03], [0.16, -0.74, 0.75], [-0.07, 0.14, -0.02], [0.12, 0.00, -0.12], [0.17, -0.06, 0.16], [-0.15, -0.06, -0.08], [0.05, -0.14, 0.09], [0.24, -0.19, 0.59], [0.04, -0.10, -0.16], [0.16, 0.09, -0.03], [0.06, -0.08, 0.20], [-0.07, 0.14, -0.08], [-0.08, -0.21, 0.03], [-0.01, 0.07, 0.21], [-0.10, 0.11, 0.21], [0.02, 0.09, -0.07], [-0.22, -0.10, 0.12], [0.06, -0.13, -0.08], [-0.04, 0.05, 0.00], [-0.20, -0.07, 0.15], [0.46, 0.40, 0.38], [-1.53, -2.55, 0.16], [1.49, 2.94, -0.02], [-0.52, -0.69, -0.64], [0.18, 0.33, -0.20], [0.13, 0.38, -0.21], [-0.20, -0.42, 0.21], [-0.02, -0.54, 0.13]],
  "total_charge": -1,
  "homo_energy_ev": -1.67,
  "largest_force_ev_per_a": 3.30
}